No. 1
# C42H38CaN8PS2

A molecular structure, C42H38CaN8PS2 (ωB97M-V/def2-TZVPD, OMol25).

Results
HOMO in eV: -4.3
E_LUMO in eV: 1.8
Kohn-Sham gap in Ha: 0.225
Energy in eV: -105491.5860
Total charge: -1

Each line ends with the Mulliken charge.
CARTESIAN COORDINATES (ANGSTROEM)
Ca (0.323, 2.562, -1.137)  1.012
S (-0.320, 5.233, -1.454)  -0.552
C (-1.925, 5.198, -0.794)  0.630
C (-2.412, 6.488, -0.438)  -0.077
N (-2.735, 7.564, -0.179)  -0.565
C (-2.711, 4.096, -0.590)  0.483
S (-2.363, 2.439, -1.014)  -0.535
C (-3.964, 4.249, 0.063)  -0.331
N (-4.969, 4.291, 0.628)  -0.597
C (3.560, 5.366, -1.794)  -0.640
N (3.725, 5.335, -0.349)  -0.051
C (3.222, 6.560, 0.250)  -0.940
C (3.076, 4.174, 0.257)  -0.878
C (3.510, 2.865, -0.367)  1.051
C (4.850, 2.505, -0.205)  -0.302
C (5.346, 1.346, -0.775)  -0.639
C (4.493, 0.540, -1.516)  -0.657
C (3.160, 0.903, -1.659)  -0.203
C (2.607, 2.066, -1.096)  -0.968
H (4.068, 6.248, -2.188)  0.343
H (2.503, 5.404, -2.102)  0.118
H (4.014, 4.478, -2.231)  0.230
H (3.795, 7.409, -0.127)  0.328
H (3.351, 6.511, 1.333)  0.308
H (2.157, 6.732, 0.033)  0.302
H (1.975, 4.264, 0.189)  0.014
H (3.352, 4.179, 1.317)  0.521
H (5.505, 3.151, 0.371)  0.360
H (6.390, 1.077, -0.655)  0.521
H (4.865, -0.372, -1.974)  0.412
H (2.525, 0.237, -2.240)  0.196
C (-8.056, -2.081, -0.420)  -0.495
C (-7.299, -2.137, -1.583)  -0.637
C (-6.005, -1.648, -1.589)  -0.384
C (-5.436, -1.110, -0.432)  0.267
C (-6.211, -1.035, 0.721)  -0.125
C (-7.511, -1.523, 0.725)  -0.604
P (-3.703, -0.483, -0.605)  -0.062
C (-2.990, -2.139, -1.028)  0.530
C (-2.454, -2.226, -2.312)  -0.285
C (-1.970, -3.426, -2.811)  -0.670
C (-2.007, -4.562, -2.018)  -0.472
C (-2.548, -4.492, -0.741)  -0.856
C (-3.050, -3.295, -0.252)  -0.374
C (-3.305, -0.187, 1.157)  1.289
C (-2.526, -0.982, 1.988)  -0.010
C (-2.353, -0.634, 3.323)  -0.594
C (-2.924, 0.521, 3.831)  -0.709
C (-3.669, 1.344, 2.996)  -0.851
C (-3.858, 0.990, 1.672)  -1.283
H (-9.065, -2.472, -0.410)  0.351
H (-7.720, -2.560, -2.487)  0.381
H (-5.414, -1.682, -2.497)  0.338
H (-5.803, -0.593, 1.619)  0.308
H (-8.100, -1.467, 1.632)  0.395
H (-2.432, -1.331, -2.924)  0.484
H (-1.558, -3.473, -3.811)  0.403
H (-1.619, -5.500, -2.395)  0.407
H (-2.591, -5.384, -0.127)  0.424
H (-3.506, -3.270, 0.730)  0.577
H (-2.046, -1.872, 1.603)  0.224
H (-1.764, -1.271, 3.974)  0.421
H (-2.785, 0.783, 4.872)  0.382
H (-4.101, 2.264, 3.369)  0.481
H (-4.432, 1.636, 1.019)  0.795
C (1.009, -0.651, 2.346)  -1.958
C (0.833, -1.071, 0.929)  0.495
N (0.397, -0.303, -0.035)  0.678
C (0.392, -1.073, -1.171)  -0.800
C (0.815, -2.330, -0.886)  -0.768
N (1.097, -2.329, 0.463)  0.690
C (1.616, -3.454, 1.196)  -1.193
N (2.827, -3.973, 0.624)  0.843
N (2.869, -5.239, 0.147)  -0.693
N (4.043, -5.502, -0.270)  -0.624
C (4.838, -4.397, -0.084)  0.125
C (6.188, -4.172, -0.361)  -0.715
C (6.700, -2.939, -0.026)  -0.654
C (5.904, -1.940, 0.556)  -0.526
C (4.566, -2.135, 0.822)  -0.543
C (4.052, -3.388, 0.499)  1.277
H (0.536, 0.319, 2.471)  0.386
H (2.067, -0.558, 2.604)  0.281
H (0.546, -1.359, 3.034)  0.381
H (0.070, -0.672, -2.117)  0.427
H (0.944, -3.210, -1.491)  0.589
H (0.906, -4.282, 1.187)  0.238
H (1.800, -3.144, 2.226)  0.562
H (6.790, -4.945, -0.818)  0.428
H (7.743, -2.725, -0.220)  0.377
H (6.347, -0.983, 0.794)  0.501
H (3.950, -1.348, 1.236)  0.255

---

No. 2
# C42H39N4O2SSc

A molecular structure, C42H39N4O2SSc at a distorted geometry (ωB97M-V/def2-TZVPD, OMol25).

Results
HOMO in eV: -12.2
E_LUMO in eV: -7.1
Kohn-Sham gap in Ha: 0.187
Energy in eV: -85763.4004
Total charge: +2

Each line ends with the Mulliken charge.
CARTESIAN COORDINATES (ANGSTROEM)
Sc (0.472, 0.197, -0.457)  -0.210
C (-2.417, 0.810, -3.957)  -0.325
O (-2.585, 1.988, -3.158)  -0.429
C (-1.551, 2.045, -2.337)  0.324
N (-0.610, 1.184, -2.485)  -0.187
C (-0.984, 0.326, -3.607)  -0.970
C (-0.875, -1.119, -3.160)  0.971
C (-0.460, -2.042, -4.095)  -0.352
C (-0.235, -3.441, -3.978)  -0.774
C (-0.270, -4.270, -2.909)  -1.367
C (-0.708, -3.944, -1.522)  0.685
C (-1.220, -1.380, -1.801)  -0.822
C (-1.531, 2.970, -1.203)  -0.091
C (-2.176, 4.202, -1.211)  -0.728
C (-2.117, 4.980, -0.063)  -0.598
C (-1.461, 4.478, 1.048)  -0.656
C (-0.870, 3.217, 0.968)  0.041
N (-0.874, 2.475, -0.143)  0.328
C (-0.294, 2.590, 2.154)  0.033
N (0.103, 1.371, 2.174)  0.585
C (0.449, 1.074, 3.565)  -0.418
C (0.222, 2.429, 4.299)  -0.497
O (-0.267, 3.294, 3.277)  -0.430
C (-0.420, -0.019, 4.147)  0.294
C (-1.705, -0.249, 3.674)  -0.317
C (-2.515, -1.187, 4.293)  -0.441
C (-2.047, -1.903, 5.382)  -0.719
C (-0.763, -1.682, 5.852)  -0.883
C (0.048, -0.742, 5.239)  -0.242
H (-2.545, 1.070, -5.006)  0.360
H (-3.190, 0.090, -3.664)  0.151
H (-0.322, 0.507, -4.461)  0.825
H (-0.253, -1.647, -5.083)  0.465
H (0.085, -3.900, -4.906)  0.407
H (-0.003, -5.304, -3.080)  0.557
H (-1.300, -4.835, -1.220)  0.436
H (-1.930, -0.644, -1.369)  1.027
H (-2.696, 4.532, -2.096)  0.576
H (-2.589, 5.951, -0.031)  0.477
H (-1.407, 5.025, 1.975)  0.583
H (1.502, 0.784, 3.614)  0.488
H (1.138, 2.852, 4.716)  0.333
H (-0.532, 2.361, 5.088)  0.325
H (-2.077, 0.314, 2.827)  0.246
H (-3.521, -1.348, 3.938)  0.558
H (-2.682, -2.624, 5.871)  0.469
H (-0.392, -2.231, 6.703)  0.453
H (1.039, -0.546, 5.621)  0.530
C (-4.623, -4.169, -0.062)  -1.525
C (-4.114, -2.782, -0.504)  0.372
C (-4.643, -2.461, -1.902)  -1.583
C (-2.619, -2.763, -0.348)  -1.184
C (-1.734, -2.791, -1.542)  0.650
C (0.361, -3.958, -0.504)  -0.850
C (0.332, -3.438, 0.754)  1.365
C (1.501, -3.768, 1.645)  -2.469
C (-0.747, -2.711, 1.324)  -0.330
C (-2.081, -2.616, 0.907)  -0.648
H (-5.709, -4.164, -0.040)  0.461
H (-4.261, -4.420, 0.930)  0.386
H (-4.296, -4.936, -0.761)  0.376
H (-4.539, -2.051, 0.193)  0.556
H (-4.404, -3.248, -2.616)  0.412
H (-4.252, -1.512, -2.270)  0.164
H (-5.728, -2.384, -1.869)  0.516
H (-2.354, -3.036, -2.411)  1.065
H (1.225, -4.547, -0.776)  0.568
H (1.571, -4.851, 1.747)  0.597
H (1.393, -3.348, 2.640)  0.402
H (2.437, -3.416, 1.214)  0.405
H (-0.585, -2.391, 2.348)  0.013
H (-2.777, -2.371, 1.703)  0.611
S (4.856, -0.550, 1.021)  -0.291
C (3.863, -0.960, 2.343)  -0.999
C (2.532, -0.879, 2.047)  -0.699
C (2.235, -0.453, 0.720)  0.179
C (3.437, -0.252, 0.042)  -0.157
C (3.562, 0.088, -1.356)  1.684
C (4.811, 0.134, -1.987)  -1.189
C (4.889, 0.368, -3.343)  -0.485
C (3.705, 0.572, -4.042)  -1.040
C (2.515, 0.557, -3.342)  -0.107
N (2.407, 0.323, -2.028)  0.397
H (4.316, -1.253, 3.271)  0.497
H (1.774, -1.148, 2.764)  1.194
H (5.705, -0.025, -1.404)  0.383
H (5.842, 0.389, -3.846)  0.473
H (3.710, 0.746, -5.106)  0.456
H (1.591, 0.746, -3.863)  0.302